C64H66BrN8O2S4Si2Ti | ωB97M-V/def2-TZVPD

Positions of all 148 atoms, in Å:
Ti1 -0.7937 0.2738 -0.7356
O1 1.9362 2.9213 -4.6857
C1 1.6833 1.6776 -5.1934
C2 2.1600 1.4020 -6.4685
C3 1.9351 0.1554 -7.0277
C4 1.2391 -0.8202 -6.3250
C5 0.7765 -0.5406 -5.0490
C6 0.9914 0.7036 -4.4725
C7 0.5715 1.0101 -3.0549
O2 0.0903 -0.0800 -2.3777
N1 -0.4544 2.1158 -3.0287
N2 -1.6580 1.7021 -2.3393
C8 -2.4690 0.8840 -3.2257
C9 -3.7323 0.6122 -3.0752
Br1 -2.9556 -0.8986 -0.2310
C10 -4.9766 0.2544 -2.9015
C11 -6.1617 0.9284 -3.4595
C12 -6.0664 1.8542 -4.4976
C13 -7.1976 2.4897 -4.9775
C14 -8.4437 2.2059 -4.4327
C15 -8.5509 1.2760 -3.4106
C16 -7.4167 0.6391 -2.9301
H1 1.4483 3.0723 -3.8652
H2 2.6954 2.1727 -7.0042
H3 2.3024 -0.0525 -8.0237
H4 1.0629 -1.7899 -6.7690
H5 0.2562 -1.2907 -4.4655
H6 1.4557 1.4114 -2.5241
H7 -0.7279 2.3673 -3.9802
H8 -1.9128 0.4539 -4.0540
H9 -5.1558 -0.5938 -2.2455
H10 -5.1004 2.0586 -4.9374
H11 -7.1101 3.2036 -5.7857
H12 -9.3271 2.7014 -4.8115
H13 -9.5191 1.0434 -2.9877
H14 -7.5016 -0.0893 -2.1332
C17 -3.7579 2.8670 -0.5818
Si1 -2.4245 3.2806 -1.8176
C18 -3.0689 3.9845 -3.4397
C19 -1.3133 4.6147 -1.0724
C20 -1.7860 5.8865 -1.4400
C21 -1.2108 7.0625 -0.9854
C22 -0.1189 7.0002 -0.1398
C23 0.3457 5.7583 0.2562
C24 -0.2320 4.5607 -0.1772
Si2 0.5084 3.0621 0.6851
C25 2.3728 3.0836 0.3853
C26 0.1948 3.3185 2.5206
H15 -4.4091 3.7360 -0.4718
H16 -3.2956 2.6660 0.3903
H17 -4.3661 2.0094 -0.8755
H18 -4.0073 4.5232 -3.3072
H19 -3.2600 3.1915 -4.1588
H20 -2.3458 4.6734 -3.8762
H21 -2.6326 5.9825 -2.1045
H22 -1.6129 8.0166 -1.2988
H23 0.3570 7.9043 0.2166
H24 1.1835 5.7232 0.9444
H25 2.8598 3.8531 0.9876
H26 2.5999 3.2899 -0.6625
H27 2.8286 2.1265 0.6507
H28 1.0392 3.7978 3.0199
H29 -0.0143 2.3830 3.0295
H30 -0.6809 3.9536 2.6610
N3 0.2902 -1.3086 0.1554
S1 1.2241 -2.2778 -0.4067
N4 2.0591 -3.1234 0.7326
S2 2.8986 -2.3646 1.7888
N5 2.5351 -0.9755 2.3534
S3 1.0310 -0.4275 2.7792
N6 -0.1427 1.5921 0.1113
C27 1.4906 0.5151 4.2252
C28 2.7787 1.0069 4.3606
C29 3.0529 1.8795 5.4035
C30 2.0462 2.2639 6.2765
C31 0.7575 1.7741 6.1146
C32 0.4699 0.8969 5.0826
C33 0.0916 -1.7335 3.5203
C34 -1.0591 -2.1009 2.8402
C35 -1.8381 -3.1210 3.3727
C36 -1.4634 -3.7371 4.5563
C37 -0.3123 -3.3409 5.2334
C38 0.4738 -2.3282 4.7185
C39 3.0622 -3.5861 3.0637
C40 3.8739 -3.2490 4.1398
C41 3.9851 -4.1405 5.1918
C42 3.2906 -5.3449 5.1550
C43 2.4872 -5.6636 4.0708
C44 2.3644 -4.7801 3.0072
C45 4.5559 -2.0871 1.2258
C46 5.1525 -3.1413 0.5475
C47 6.4356 -2.9729 0.0572
C48 7.1009 -1.7687 0.2524
C49 6.4881 -0.7278 0.9336
C50 5.2012 -0.8786 1.4264
C51 2.4650 -1.5932 -1.4922
C52 2.8669 -0.3035 -1.1741
C53 3.8150 0.3195 -1.9682
C54 4.3308 -0.3387 -3.0777
C55 3.9049 -1.6207 -3.3927
C56 2.9668 -2.2622 -2.5961
C57 0.5648 -3.6498 -1.3242
C58 1.1659 -4.9013 -1.3462
C59 0.5952 -5.9033 -2.1142
C60 -0.5583 -5.6487 -2.8459
C61 -1.1496 -4.3951 -2.8103
C62 -0.5890 -3.3823 -2.0451
H31 3.5553 0.7133 3.6708
H32 4.0555 2.2663 5.5257
H33 2.2644 2.9537 7.0804
H34 -0.0329 2.0858 6.7830
H35 -0.5393 0.5452 4.9242
H36 -1.3381 -1.6159 1.9108
H37 -2.7371 -3.4232 2.8539
H38 -2.0744 -4.5297 4.9665
H39 -0.0338 -3.8210 6.1612
H40 1.3634 -1.9951 5.2379
H41 4.4004 -2.3036 4.1580
H42 4.6126 -3.8985 6.0376
H43 3.3806 -6.0400 5.9784
H44 1.9479 -6.6001 4.0496
H45 1.7291 -4.9991 2.1627
H46 4.6183 -4.0690 0.3922
H47 6.9141 -3.7792 -0.4808
H48 8.1023 -1.6417 -0.1342
H49 7.0053 0.2112 1.0742
H50 4.6965 -0.0681 1.9308
H51 2.3919 0.2174 -0.3502
H52 4.1247 1.3304 -1.7388
H53 5.0493 0.1594 -3.7141
H54 4.2845 -2.1157 -4.2757
H55 2.6135 -3.2496 -2.8591
H56 2.0621 -5.0891 -0.7715
H57 1.0504 -6.8836 -2.1401
H58 -1.0001 -6.4358 -3.4413
H59 -2.0527 -4.1985 -3.3706
H60 -1.0558 -2.4083 -2.0019
C63 -3.9459 -0.5176 5.4204
N7 -4.5702 -0.3770 4.1239
C64 -4.1067 0.4271 3.1437
N8 -4.9441 0.5753 2.0862
S4 -2.6425 1.2341 3.1712
H61 -4.3544 0.1895 6.1458
H62 -2.8838 -0.3202 5.3066
H63 -4.0885 -1.5330 5.7861
H64 -5.5431 -0.6366 4.0654
H65 -5.6518 -0.1240 1.9218
H66 -4.5119 0.9514 1.2549

## Properties
E_HOMO (eV): -9.8
Charge: +1
Orbital gap (eV): 7.323


C64H76BN2O5 | ωB97M-V/def2-TZVPD

Positions of all 148 atoms, in Å:
C1 6.1690 -3.8787 -0.6028
C2 6.1728 -2.3779 -0.8299
C3 4.9695 -1.7220 -0.1901
O1 4.4528 -0.6964 -1.0169
C4 3.0709 -0.5233 -0.8489
C5 2.1939 -0.9762 -2.0554
C6 1.6481 0.2815 -2.7276
C7 3.0168 -1.7850 -3.1518
O2 2.8070 -1.3997 -4.3162
O3 3.7413 -2.7099 -2.7804
N1 1.0649 -1.8142 -1.5534
N2 -0.0082 -1.0122 -1.0072
C8 -0.8533 -1.7872 -0.1124
C9 -0.1264 -2.6747 0.9173
B1 0.5437 -2.7997 -2.4993
O4 1.0835 -4.0780 -2.5427
O5 -0.5211 -2.4944 -3.3154
C10 -1.5613 -3.4186 -3.5130
H1 5.2229 -4.3018 -0.9284
H2 6.9619 -4.3324 -1.1951
H3 6.3333 -4.0971 0.4534
H4 6.0800 -2.1918 -1.8977
H5 7.1285 -1.9518 -0.5207
H6 4.2049 -2.4916 -0.0823
H7 5.1989 -1.2992 0.7959
H8 2.8831 0.5374 -0.6574
H9 2.7150 -1.0607 0.0338
H10 2.4893 0.9032 -3.0219
H11 1.0634 0.8822 -2.0291
H12 1.0429 0.0124 -3.5818
H13 0.3897 -0.2562 -0.4674
H14 -1.4272 -1.0481 0.4492
H15 -1.6000 -2.3583 -0.6639
H16 -0.2950 -2.3154 1.9314
H17 -0.5308 -3.6849 0.8681
H18 0.9456 -2.7114 0.7579
H19 0.9911 -4.4890 -1.6793
H20 -2.1399 -3.0989 -4.3767
H21 -1.2104 -4.4296 -3.7228
H22 -2.2233 -3.4729 -2.6463
C11 -1.4656 1.9955 4.0752
C12 -2.5391 2.1953 4.9322
C13 -3.5436 1.2406 5.0200
C14 -3.4667 0.0849 4.2565
C15 -2.3948 -0.1174 3.4004
C16 -1.3949 0.8408 3.3079
H23 -0.6835 2.7405 4.0037
H24 -2.5936 3.0950 5.5306
H25 -4.3868 1.3984 5.6808
H26 -4.2485 -0.6611 4.3218
H27 -2.3293 -1.0176 2.8024
H28 -0.5586 0.6863 2.6374
C17 -3.3278 5.1061 9.1390
C18 -2.3937 6.0112 9.6229
C19 -1.5919 6.7200 8.7394
C20 -1.7286 6.5284 7.3718
C21 -2.6646 5.6257 6.8881
C22 -3.4620 4.9116 7.7716
H29 -3.9511 4.5510 9.8280
H30 -2.2898 6.1633 10.6894
H31 -0.8595 7.4221 9.1168
H32 -1.1058 7.0839 6.6817
H33 -2.7717 5.4789 5.8209
H34 -4.1888 4.2032 7.3945
C23 -6.2036 -2.4441 0.2830
C24 -5.2586 -1.7952 -0.4988
C25 -4.7931 -0.5410 -0.1271
C26 -5.2665 0.0595 1.0307
C27 -6.2103 -0.5907 1.8144
C28 -6.6815 -1.8407 1.4392
H35 -6.5678 -3.4210 -0.0082
H36 -4.8835 -2.2651 -1.3990
H37 -4.0587 -0.0341 -0.7403
H38 -4.8979 1.0345 1.3240
H39 -6.5785 -0.1209 2.7178
H40 -7.4203 -2.3462 2.0485
C29 4.9401 -9.2380 -2.9228
C30 5.0127 -8.4859 -4.0878
C31 4.5888 -7.1632 -4.0909
C32 4.0949 -6.5858 -2.9293
C33 4.0278 -7.3393 -1.7670
C34 4.4465 -8.6629 -1.7598
H41 5.2704 -10.2696 -2.9208
H42 5.4012 -8.9319 -4.9952
H43 4.6409 -6.5769 -4.9989
H44 3.7682 -5.5498 -2.9310
H45 3.6493 -6.8861 -0.8594
H46 4.3915 -9.2454 -0.8482
C35 -8.1693 3.6773 1.9014
C36 -9.2534 3.8751 2.7459
C37 -10.2588 2.9217 2.8184
C38 -10.1770 1.7677 2.0508
C39 -9.0920 1.5688 1.2089
C40 -8.0897 2.5255 1.1317
H47 -7.3853 4.4213 1.8436
H48 -9.3140 4.7728 3.3478
H49 -11.1064 3.0774 3.4736
H50 -10.9595 1.0221 2.1099
H51 -9.0247 0.6673 0.6138
H52 -7.2452 2.3704 0.4732
C41 -2.8089 -1.9325 -9.5195
C42 -1.4317 -2.0913 -9.5955
C43 -0.6503 -1.9469 -8.4571
C44 -1.2456 -1.6496 -7.2395
C45 -2.6232 -1.4934 -7.1642
C46 -3.4052 -1.6317 -8.3028
H53 -3.4173 -2.0433 -10.4085
H54 -0.9664 -2.3279 -10.5440
H55 0.4235 -2.0655 -8.5151
H56 -0.6355 -1.5402 -6.3503
H57 -3.0874 -1.2612 -6.2135
H58 -4.4789 -1.5055 -8.2418
C47 1.5743 7.4869 5.1104
C48 1.7877 7.7086 3.7573
C49 2.2521 8.9416 3.3223
C50 2.5074 9.9506 4.2406
C51 2.2954 9.7280 5.5938
C52 1.8264 8.4964 6.0286
H59 1.2116 6.5250 5.4504
H60 1.5932 6.9203 3.0420
H61 2.4156 9.1159 2.2670
H62 2.8726 10.9110 3.9009
H63 2.4965 10.5144 6.3098
H64 1.6585 8.3223 7.0841
C53 -2.0004 0.4004 -4.6469
C54 -2.2066 1.1851 -5.7721
C55 -2.9523 2.3526 -5.6757
C56 -3.4833 2.7384 -4.4524
C57 -3.2709 1.9545 -3.3260
C58 -2.5316 0.7838 -3.4242
H65 -1.4158 -0.5097 -4.7118
H66 -1.7836 0.8867 -6.7229
H67 -3.1169 2.9641 -6.5541
H68 -4.0600 3.6519 -4.3763
H69 -3.6801 2.2585 -2.3701
H70 -2.3561 0.1682 -2.5501
C59 10.4412 -2.5557 1.6434
C60 11.4396 -1.6491 1.9708
C61 12.2690 -1.1425 0.9802
C62 12.0954 -1.5387 -0.3385
C63 11.0953 -2.4434 -0.6657
C64 10.2696 -2.9543 0.3254
H71 9.7940 -2.9514 2.4153
H72 11.5703 -1.3357 2.9988
H73 13.0495 -0.4371 1.2356
H74 12.7384 -1.1398 -1.1125
H75 10.9564 -2.7494 -1.6942
H76 9.4899 -3.6606 0.0706

## Properties
E_HOMO (eV): -4.7
Charge: -1
Orbital gap (eV): 6.506


C64H77BrF4N2P4Rb | ωB97M-V/def2-TZVPD

Positions of all 153 atoms, in Å:
Rb1 0.0552 0.2536 0.6284
C1 1.8740 6.0281 1.3260
C2 1.8515 4.7510 0.4785
C3 2.1324 5.0969 -0.9843
P1 0.4825 3.4765 0.5735
C4 0.3241 3.1422 2.4056
C5 1.7010 3.0134 3.0472
C6 -0.5945 4.0633 3.2044
C7 -1.1053 4.2484 0.1427
C8 -1.3134 5.6166 0.3256
C9 -2.5084 6.2437 0.0233
C10 -3.5564 5.4514 -0.4404
C11 -3.3902 4.0990 -0.6207
C12 -2.1594 3.4269 -0.3729
N1 -2.0242 2.0796 -0.5347
C13 -2.8174 1.4613 -1.4726
C14 -3.1319 2.0942 -2.7095
C15 -3.9406 1.5269 -3.6654
C16 -4.4891 0.2597 -3.4683
C17 -4.1793 -0.3950 -2.2929
C18 -3.3609 0.1569 -1.3006
P2 -3.1474 -0.7576 0.2654
C19 -4.9231 -0.9113 0.8025
C20 -5.5136 0.4849 0.9895
C21 -5.0494 -1.7144 2.0960
C22 -2.6758 -2.5069 -0.2487
C23 -3.7607 -3.5282 -0.5964
C24 -1.6531 -2.4508 -1.3860
H1 2.9075 6.3671 1.4436
H2 1.4551 5.8900 2.3227
H3 1.3319 6.8408 0.8402
H4 2.6913 4.1330 0.8161
H5 1.2937 5.6384 -1.4294
H6 2.3075 4.2004 -1.5818
H7 3.0172 5.7354 -1.0572
H8 -0.1436 2.1497 2.4465
H9 2.1860 3.9868 3.1530
H10 2.3611 2.3693 2.4597
H11 1.6077 2.5607 4.0358
H12 -0.2584 5.1019 3.1833
H13 -0.6258 3.7395 4.2488
H14 -1.6091 4.0430 2.8050
H15 -0.5108 6.2113 0.7353
H16 -2.6306 7.3089 0.1744
H17 -4.5252 5.8949 -0.6461
H18 -4.2362 3.5106 -0.9530
H19 -2.7249 3.0787 -2.8959
H20 -4.1330 2.0743 -4.5823
H21 -5.1376 -0.1967 -4.2064
H22 -4.6127 -1.3719 -2.1162
H23 -5.4801 -1.4228 0.0096
H24 -4.9336 1.0514 1.7236
H25 -6.5435 0.4175 1.3513
H26 -5.5109 1.0499 0.0562
H27 -4.6834 -1.1362 2.9475
H28 -4.4904 -2.6518 2.0738
H29 -6.0986 -1.9546 2.2901
H30 -2.1582 -2.8791 0.6431
H31 -4.2565 -3.2893 -1.5388
H32 -4.5272 -3.6157 0.1743
H33 -3.3024 -4.5138 -0.7188
H34 -2.1635 -2.3880 -2.3464
H35 -1.0177 -3.3388 -1.3852
H36 -1.0048 -1.5680 -1.3467
C25 2.5195 -1.7557 5.9481
C26 1.0596 -1.7400 5.4945
C27 0.1569 -1.3241 6.6523
P3 0.8352 -0.5359 4.0856
C28 -0.8357 -1.0569 3.3937
C29 -1.3768 -2.4420 3.7272
C30 -1.8656 0.0139 3.7598
C31 2.1887 -0.9441 2.9352
C32 3.3119 -0.1355 3.1315
C33 4.5623 -0.4018 2.5937
C34 5.7256 0.5308 2.7846
C35 4.6829 -1.5959 1.8753
C36 3.6076 -2.4137 1.6271
C37 2.2791 -2.0801 2.0517
N2 1.1818 -2.7377 1.6784
C38 1.3492 -3.9038 0.9153
C39 1.5440 -3.8631 -0.4769
C40 1.8232 -2.5582 -1.1598
C41 1.5423 -5.0395 -1.2190
C42 1.3879 -6.2829 -0.6231
C43 1.3698 -7.5483 -1.4382
C44 1.2874 -6.3213 0.7612
C45 1.2835 -5.1671 1.5340
C46 1.3046 -5.2790 3.0334
H37 2.6397 -2.3982 6.8254
H38 2.8513 -0.7495 6.2221
H39 3.1789 -2.1173 5.1597
H40 0.7943 -2.7470 5.1593
H41 0.4099 -0.3133 6.9833
H42 0.2903 -2.0015 7.5012
H43 -0.9013 -1.3249 6.3840
H44 -0.7014 -1.0759 2.3149
H45 -1.5250 -2.5990 4.7980
H46 -0.7135 -3.2058 3.3307
H47 -2.3533 -2.5642 3.2468
H48 -1.9435 0.1402 4.8442
H49 -2.8493 -0.2568 3.3710
H50 -1.6178 0.9957 3.3509
H51 3.2008 0.7244 3.7872
H52 5.5371 1.2275 3.6047
H53 5.9244 1.1291 1.8882
H54 6.6458 -0.0120 3.0183
H55 5.6576 -1.8874 1.4909
H56 3.7567 -3.3317 1.0703
H57 2.7349 -2.1038 -0.7672
H58 1.0158 -1.8407 -1.0067
H59 1.9394 -2.6982 -2.2332
H60 1.6685 -4.9736 -2.2969
H61 1.3555 -7.3256 -2.5061
H62 0.4920 -8.1585 -1.2134
H63 2.2518 -8.1638 -1.2402
H64 1.2160 -7.2831 1.2638
H65 0.9980 -6.2750 3.3574
H66 0.6678 -4.5368 3.5076
H67 2.3168 -5.0985 3.4087
F1 6.6294 1.0454 -4.3515
C47 5.3397 0.9548 -4.0555
C48 4.3962 0.9203 -5.0620
F2 4.7773 0.9724 -6.3353
C49 3.0575 0.8329 -4.7267
F3 2.1979 0.8084 -5.7461
C50 2.6042 0.7697 -3.4123
P4 0.7931 0.6555 -3.0134
C51 0.1267 2.1483 -3.8366
C52 -0.0434 3.2520 -3.0058
C53 -0.5925 4.4311 -3.4915
C54 -0.9940 4.5034 -4.8146
C55 -0.8481 3.3991 -5.6469
C56 -0.2914 2.2271 -5.1650
C57 0.2404 -0.7037 -4.1007
C58 1.0621 -1.7229 -4.5722
C59 0.5295 -2.7826 -5.2913
C60 -0.8300 -2.8295 -5.5618
C61 -1.6546 -1.8141 -5.1004
C62 -1.1274 -0.7661 -4.3622
C63 3.5840 0.8150 -2.4087
Br1 3.2270 0.8046 -0.5528
C64 4.9288 0.9030 -2.7359
F4 5.8705 0.9487 -1.7956
H68 0.2051 3.1602 -1.9558
H69 -0.7490 5.2631 -2.8147
H70 -1.4426 5.4124 -5.1972
H71 -1.1803 3.4522 -6.6769
H72 -0.2001 1.3676 -5.8145
H73 2.1291 -1.6975 -4.3844
H74 1.1845 -3.5697 -5.6448
H75 -1.2453 -3.6553 -6.1264
H76 -2.7213 -1.8376 -5.2893
H77 -1.7933 0.0022 -3.9865

## Properties
E_HOMO (eV): -3.9
Charge: -1
Orbital gap (eV): 5.829